w:
DFT (ωB97M-V/def2-TZVPD) results for C3H5N3O in the gas phase.

ORCA input file:
```
! RIJCOSX wB97M-V def2-TZVPD def2/J DEFGRID3
* xyz 0 1
H 0.94869 2.31365 0.20318
H -2.33695 -1.28757 0.60269
H -2.26416 0.05228 -0.37370
H -0.65913 1.96704 0.20972
O 1.40371 -1.67003 0.20385
N -1.84397 -0.41970 0.41971
C 0.50706 0.35126 0.00311
C -0.48035 -0.65688 0.23889
N 0.04877 -1.84748 0.34629
C 1.65924 -0.36257 -0.01933
N 0.23596 1.71458 -0.19477
H 2.69837 -0.09909 -0.16491
*
```

Output
**SMILES**: Nc1conc1N

---

x:
DFT (ωB97M-V/def2-TZVPD) results for a molecular structure, C3H5N3O.

ORCA input file:
```
! RIJCOSX wB97M-V def2-TZVPD def2/J DEFGRID3
* xyz 0 1
H 2.21308 -0.31175 1.49623
H 0.73449 1.91427 -1.25029
H -1.10246 -0.26046 -1.56080
C -1.05722 0.50032 -0.76620
N -0.45936 -1.96374 0.45196
H -0.08668 -2.19468 -0.47550
C -0.56070 -0.70619 0.61205
C 0.98685 0.49809 0.19723
O -1.98815 1.24633 -0.49679
N 0.39123 1.07711 -0.78859
N 1.88966 0.52328 1.02390
H -0.96076 -0.32257 1.55681
*
```

---

Stability, lowest: x

---

w:
DFT (ωB97M-V/def2-TZVPD) results for a molecular structure, C3H5N3O.

ORCA input file:
```
! RIJCOSX wB97M-V def2-TZVPD def2/J DEFGRID3
* xyz 0 1
N 0.61649 1.05958 -0.17624
H -0.69371 0.31456 -1.81918
H -0.47264 -1.62695 -0.74025
N 0.62646 -0.72611 0.94011
C -0.55031 -1.08471 0.21218
C 1.43618 -0.18316 -0.10213
H -1.39456 1.56195 -0.55895
O 2.43316 -0.46323 -0.67979
N 0.47466 0.68381 1.24066
C -0.63744 0.68196 -0.74568
H -0.42125 1.06696 1.55320
H -1.41702 -1.28465 0.87607
*
```

---

x:
DFT (ωB97M-V/def2-TZVPD) results for C3H5N3O in the gas phase.

ORCA input file:
```
! RIJCOSX wB97M-V def2-TZVPD def2/J DEFGRID3
* xyz 0 1
H -2.06274 1.21338 -1.04418
C -0.18305 0.07288 -0.01521
N 0.49012 0.92857 -0.69218
N 1.92256 0.48165 -0.24013
H -1.81266 -0.20637 1.25199
H 2.59753 1.02533 -0.75111
H -1.87813 -1.03489 -0.34265
O -2.43992 0.97226 -0.19886
H 2.50094 -1.55760 0.65002
C 1.85395 -0.69617 0.45810
C -1.64455 -0.10085 0.18714
N 0.65594 -1.09818 0.73709
*
```

Output
**SMILES**: OCc1nc[nH]n1

---

Stability, lowest: w

---

w:
DFT (ωB97M-V/def2-TZVPD) results for C3H5N3O in the gas phase.

ORCA input file:
```
! RIJCOSX wB97M-V def2-TZVPD def2/J DEFGRID3
* xyz 0 1
N -2.09610 -0.57874 -0.08726
O 2.74864 -0.56620 -0.01727
H 0.28694 -2.07886 -0.12859
H -2.56860 -0.30572 0.76182
N -0.77036 -0.11349 0.09034
C 0.35258 -0.94560 0.02294
C -0.24537 1.16294 -0.01460
H -0.92077 2.04233 0.11256
N 1.05924 1.22897 -0.04596
H 3.31675 0.24077 0.05658
C 1.45524 -0.13066 -0.03095
H -2.61819 0.04426 -0.71960
*
```

Output
**SMILES**: Nn1cnc(O)c1

---

x:
DFT (ωB97M-V/def2-TZVPD) results for 2 unconnected molecules or ions with the total composition C3H5N3O.

ORCA input file:
```
! RIJCOSX wB97M-V def2-TZVPD def2/J DEFGRID3
* xyz 0 1
H 1.26776 1.94422 -1.14849
C 0.71567 1.15656 -0.60711
C -0.82298 -1.27596 0.95136
H -2.76295 -1.52904 0.66259
H -0.91929 2.04825 -0.87969
H 3.02028 -0.94980 -0.32360
C 1.70809 0.29373 0.04597
N -0.55097 1.20897 -0.43258
N -2.09964 -0.85825 1.03041
H -2.16663 0.05898 0.59139
O 2.32148 -0.48397 -0.81056
N 0.28915 -1.61369 0.92032
*
```

---

Stability, lowest: x

---

w:
DFT (ωB97M-V/def2-TZVPD) results for C3H5N3O in the gas phase.

ORCA input file:
```
! RIJCOSX wB97M-V def2-TZVPD def2/J DEFGRID3
* xyz 0 1
C 0.26823 -1.12876 -0.79853
H 0.16769 -1.90330 -1.54826
H -0.76330 0.05298 1.22637
N 0.37155 0.14661 -1.25570
C 0.02143 1.33095 -0.54362
H -0.80414 2.02022 1.05542
N -0.62851 1.10378 0.64056
C 0.43871 -1.49275 0.49831
H 0.55199 0.30708 -2.23585
H 0.25695 -1.52797 2.46550
N -0.17845 -1.30292 1.57870
O 0.29784 2.39409 -1.08291
*
```

Output
**SMILES**: N=C=CNC(N)=O

---

x:
DFT (ωB97M-V/def2-TZVPD) results for C3H5N3O in the gas phase.

ORCA input file:
```
! RIJCOSX wB97M-V def2-TZVPD def2/J DEFGRID3
* xyz 0 1
C -0.53966 0.57968 -0.01003
H -1.04506 -1.56541 0.16980
C 1.06725 -1.13844 0.28530
N 0.79697 1.13245 0.34240
O 3.92476 -0.34893 -0.14407
H 1.19805 1.98332 -0.07238
H -0.78877 0.93038 -1.08135
N 3.13632 0.60103 -0.10475
C -0.22310 -0.91586 0.10852
H 1.46603 -2.05603 0.62264
H -1.34282 0.82708 0.81558
N 1.66994 0.12509 0.22465
*
```

Output
**SMILES**: O=NN1C=CCN1

---

Stability, lowest: x

---

w:
DFT (ωB97M-V/def2-TZVPD) results for C3H5N3O in the gas phase.

ORCA input file:
```
! RIJCOSX wB97M-V def2-TZVPD def2/J DEFGRID3
* xyz 0 1
N 1.30515 0.90727 -0.81897
H 1.18056 -1.57994 0.91045
H -2.38265 0.52693 1.82248
O 0.17674 1.00913 -0.03272
C -0.29321 -0.32755 0.04067
N -1.39513 -0.55121 0.67161
H -1.36673 1.47080 0.61188
C 1.67444 -0.30165 -0.89609
C 0.76531 -1.44037 -0.20850
N -2.04917 0.61517 0.90142
H 0.61276 -2.36173 -0.74926
H 2.63684 -0.51024 -1.22867
*
```

Output
**SMILES**: N/N=C1/CC=NO1

---

x:
DFT (ωB97M-V/def2-TZVPD) results for C3H5N3O in the gas phase.

ORCA input file:
```
! RIJCOSX wB97M-V def2-TZVPD def2/J DEFGRID3
* xyz 0 1
H -2.35636 -0.17004 -1.05259
C 1.52348 -0.06972 0.35287
N 0.43742 -0.69259 0.73734
H -0.53160 1.15632 0.58172
H 2.34282 0.22666 0.99142
O -1.44216 1.18074 0.21721
H 2.04121 0.80237 -1.53302
N 0.25742 -0.15747 -1.45602
C -0.34383 -0.66829 -0.39226
C -1.73863 -0.17511 -0.15116
H -2.25841 -0.69036 0.66142
N 1.44544 0.22162 -0.96418
*
```

Output
**SMILES**: OCc1nc[nH]n1

---

Stability, lowest: w

---

w:
DFT (ωB97M-V/def2-TZVPD) results for 3 unconnected molecules or ions with the total composition C3H5N3O.

ORCA input file:
```
! RIJCOSX wB97M-V def2-TZVPD def2/J DEFGRID3
* xyz 0 1
N -1.25578 -0.23586 0.73831
C -1.54546 -1.00656 -0.34057
C 0.51112 1.15018 0.33929
H -0.03726 -2.31788 -1.33507
H -0.07808 2.01812 0.63532
H 2.29216 0.69835 -0.14471
N 0.74363 -1.13585 0.06204
O 1.78821 1.49638 0.08852
C 0.07413 -0.15892 0.81979
H -0.22052 0.87605 -0.92843
N -0.22500 -1.60066 -0.63546
H -1.09528 0.21607 -1.14294
*
```

---

x:
DFT (ωB97M-V/def2-TZVPD) results for 2 unconnected molecules or ions with the total composition C3H5N3O.

ORCA input file:
```
! RIJCOSX wB97M-V def2-TZVPD def2/J DEFGRID3
* xyz 0 1
H -1.42750 1.95388 -0.57802
H -0.87021 1.80441 1.95064
H 1.15210 1.79596 0.19206
O 0.85675 -2.00474 -1.55152
H 1.48184 -2.16850 0.38230
C -0.54684 1.07706 1.21601
C 0.82726 -1.61656 -0.28069
N -0.70739 0.10621 -0.76451
N -0.09324 -0.10358 1.44474
C -0.00687 -0.62561 0.16284
H 0.27204 -1.40949 -2.05088
N -0.93794 1.19097 -0.12298
*
```

---

Stability, lowest: w

---

w:
DFT (ωB97M-V/def2-TZVPD) results for C3H5N3O in the gas phase.

ORCA input file:
```
! RIJCOSX wB97M-V def2-TZVPD def2/J DEFGRID3
* xyz 0 1
O -2.50216 0.49638 -0.07386
C -1.20274 0.17502 -0.02821
H -2.54564 1.45490 -0.21286
H 2.93537 0.18276 0.12515
N -0.19121 0.94706 -0.17661
C 0.93685 0.12881 -0.02230
H -0.27631 -1.65127 -0.63248
C 0.75678 -1.19635 0.32714
H -1.43836 -1.80046 0.69384
H 2.20463 1.68672 0.07703
N -0.85121 -1.15427 0.17762
N 2.17400 0.73070 -0.25446
*
```

---

x:
DFT (ωB97M-V/def2-TZVPD) results for C3H5N3O in the gas phase.

ORCA input file:
```
! RIJCOSX wB97M-V def2-TZVPD def2/J DEFGRID3
* xyz 0 1
H 0.97302 2.51119 0.39353
N 1.29836 -1.34636 -0.05436
N -1.03717 -0.85192 -0.05422
C 0.25943 -0.51512 -0.14098
N -0.87833 1.39132 0.00480
H -1.51814 -1.76854 -0.13854
H -2.75160 0.23110 -0.19085
C -1.72464 0.36180 -0.04196
H 1.49417 -1.35902 1.10628
H 2.19281 -1.04238 -0.62423
O 1.39612 1.57299 -0.11069
C 0.29597 0.81493 -0.14877
*
```

Output
**SMILES**: Nc1[nH]cnc1O

---

Stability, lowest: w

---

w:
DFT (ωB97M-V/def2-TZVPD) results for a molecular structure, C3H5N3O.

ORCA input file:
```
! RIJCOSX wB97M-V def2-TZVPD def2/J DEFGRID3
* xyz 0 1
C 0.15157 -0.67461 0.23053
H 0.38987 1.17384 -1.26006
N 1.03381 -1.52649 -0.05919
N -1.84759 0.23756 0.62840
H 2.98585 -1.43712 -0.44831
H 0.91153 1.35285 0.53462
H -1.88174 -1.83433 0.53888
O 1.99770 -0.76393 -0.85718
H -1.57248 2.24194 0.31025
C 0.21000 0.85100 -0.23452
C -1.22119 -0.92391 0.59569
N -1.15734 1.30319 0.02090
*
```

---

x:
DFT (ωB97M-V/def2-TZVPD) results for C3H5N3O in the gas phase.

ORCA input file:
```
! RIJCOSX wB97M-V def2-TZVPD def2/J DEFGRID3
* xyz 0 1
C 0.44742 -0.17432 0.30321
O -0.24523 0.02388 1.54805
H 2.31706 -0.98137 0.29105
N 1.85795 -0.07868 0.26071
H -0.23226 1.98100 0.58350
H 0.04057 -1.99584 -0.80739
H -2.45096 1.11677 -0.38244
C -0.49175 0.92930 0.48008
N -1.61868 0.56261 -0.29665
N -0.27149 -1.07260 -0.55120
C -1.53941 -0.67942 -0.84218
H 2.18679 0.36866 -0.58674
*
```

---

Stability, lowest: w

---

w:
DFT (ωB97M-V/def2-TZVPD) results for 2 unconnected molecules or ions with the total composition C3H9NS.

ORCA input file:
```
! RIJCOSX wB97M-V def2-TZVPD def2/J DEFGRID3
* xyz 0 1
H 0.41166 -0.95387 -1.09789
H -0.70840 0.07361 0.59586
C 0.73690 2.63705 -0.45163
H 1.33975 -2.43386 -0.99885
H -0.00123 3.03293 -1.15810
H -1.45963 -0.74446 2.08735
H -2.09667 -0.97132 0.38883
H 0.92958 2.10969 1.38741
S -0.13452 -2.22539 0.83875
H -0.26816 -2.59653 -1.57901
N 0.68235 2.88900 0.78100
H 1.47130 1.96554 -0.92522
C -1.24100 -0.76590 1.02878
C 0.33807 -2.01648 -0.89729
*
```

Output
**SMILES**: C=N.CSC

---

x:
DFT (ωB97M-V/def2-TZVPD) results for C3H9NS in the gas phase.

ORCA input file:
```
! RIJCOSX wB97M-V def2-TZVPD def2/J DEFGRID3
* xyz 0 1
C 0.11505 0.70357 -0.73400
N -0.56957 1.78399 -1.49350
H 1.18556 1.02603 -0.68177
C -0.42198 0.06191 0.54916
H 1.48176 -0.61107 1.30621
H -0.64861 2.63499 -0.95721
C 0.51621 -1.06970 1.22255
H -0.64927 0.86990 1.46208
H -1.48031 -0.37811 0.42932
S 0.23678 -2.48683 0.04628
H 0.12749 -0.13008 -1.40018
H 1.53613 -2.60293 -0.55280
H -1.53245 1.42808 -1.45265
H 0.10321 -1.22974 2.25651
*
```

Output
**SMILES**: NCCCS

---

Stability, lowest: w

---

w:
DFT (ωB97M-V/def2-TZVPD) results for C3H9NS in the gas phase.

ORCA input file:
```
! RIJCOSX wB97M-V def2-TZVPD def2/J DEFGRID3
* xyz 0 1
C -0.70426 1.18264 0.26921
H 1.16101 1.61886 -1.30468
H 0.21636 0.09989 -1.50727
H -0.28556 -0.62410 1.18653
C -1.24081 -0.07145 0.70106
H -2.95411 -0.60463 -1.12385
H -1.85789 -0.01787 1.76018
N -1.95669 -0.75230 -0.46707
H -0.41198 1.45652 1.27888
H -1.42432 1.76304 -0.47964
H -2.10063 -1.81390 -0.15052
C 0.53118 0.65407 -0.74138
H 1.66956 -1.76309 -0.46767
S 1.76048 -0.34002 0.16901
*
```

Output
**SMILES**: NCCCS

---

x:
DFT (ωB97M-V/def2-TZVPD) results for 2 unconnected molecules or ions with the total composition C3H9NS.

ORCA input file:
```
! RIJCOSX wB97M-V def2-TZVPD def2/J DEFGRID3
* xyz 0 1
H -0.36503 0.88984 -1.38940
C -0.68427 -1.60555 -0.01183
H 0.37419 -1.45893 0.17911
H -2.31084 -2.86299 0.67961
H 0.46542 1.68281 -2.74647
C -1.53198 -2.13310 0.88990
S 1.35833 2.22135 -0.59926
N -1.26465 -2.15222 2.23590
H -0.67139 -1.50472 2.72748
H -1.10556 -1.33539 -0.96549
H -1.69643 -2.81516 2.85352
C 0.60208 1.12034 -1.83573
H 0.39919 2.10829 0.32096
H 0.98075 0.11579 -2.02970
*
```

Output
**SMILES**: C=CN.CS

---

Stability, lowest: w

---

w:
DFT (ωB97M-V/def2-TZVPD) results for C3H9NS in the gas phase.

ORCA input file:
```
! RIJCOSX wB97M-V def2-TZVPD def2/J DEFGRID3
* xyz 0 1
H -0.38292 1.50281 1.34239
H -0.75443 0.95403 -1.33838
C 1.95033 -0.85150 -0.29842
H 1.83527 -1.51753 0.55057
C -0.01809 0.51936 1.03113
H 2.96221 -0.89807 -0.70265
S 1.49932 0.85050 0.09429
H -1.70214 -0.49725 0.95497
H -2.28848 1.21177 -0.44750
C -1.58231 0.46918 -0.81952
H -2.12444 -0.20378 -1.47542
N -0.96136 -0.28434 0.29328
H 0.30852 -0.07784 1.88489
H 1.25851 -1.17736 -1.06962
*
```

Output
**SMILES**: CNCSC

---

x:
DFT (ωB97M-V/def2-TZVPD) results for 2 unconnected molecules or ions with the total composition C3H9NS.

ORCA input file:
```
! RIJCOSX wB97M-V def2-TZVPD def2/J DEFGRID3
* xyz 0 1
H -0.11853 -3.15920 1.08615
N -1.17787 -2.81588 2.78825
H -1.03067 -2.88400 3.79484
H 0.82411 -3.37812 2.63230
H 1.48844 2.23548 -2.65913
H 0.49865 3.54507 -2.03232
C -0.12786 -3.14488 2.16817
H 0.53753 0.38757 0.54149
S -0.37544 1.46119 -1.31157
C 0.94846 2.58964 -1.77855
H 0.11217 -0.80862 -0.68366
C 0.61594 0.13486 -0.50885
H 1.62876 0.10521 -0.89139
H 1.68730 2.67938 -0.97818
*
```

Output
**SMILES**: C=N.CSC

---

Stability, lowest: x

---

w:
DFT (ωB97M-V/def2-TZVPD) results for a molecular structure, C4H9N2O2.

ORCA input file:
```
! RIJCOSX wB97M-V def2-TZVPD def2/J DEFGRID3
* xyz -1 1
H -1.08670 1.33072 -1.64401
N 0.77510 0.59886 0.38141
H -1.24519 -0.85546 -1.04622
H 0.01004 -1.25793 1.02473
C 2.00983 -0.15226 -0.09074
C -1.63599 -0.23328 -0.24139
H -0.77633 0.38649 1.70803
H -3.78337 -0.66326 0.07094
H -2.08674 -1.32145 0.15300
H -2.12392 1.90604 -0.35969
C -1.91290 1.17358 -1.02174
C -0.37862 -0.15969 0.80104
N -2.97334 -0.59314 0.72550
H 1.23321 1.28789 0.98137
O 3.02775 0.54780 0.14256
H -2.79903 1.12670 -1.73615
O 1.91623 -1.26654 -0.59047
*
```

---

x:
DFT (ωB97M-V/def2-TZVPD) results for a gas-phase ion, C4H9N2O2 (charge -1).

ORCA input file:
```
! RIJCOSX wB97M-V def2-TZVPD def2/J DEFGRID3
* xyz -1 1
O -1.04496 1.24658 -2.14429
C 0.22605 0.62243 1.34388
H 1.57450 -1.25638 3.78009
C -0.92924 0.01568 -2.08846
H 1.79781 -0.54048 1.68177
O -1.27790 -0.97141 -2.77824
H -0.07314 -1.45407 -0.82370
C 0.72386 -0.67288 3.38341
H 0.73617 1.36205 -0.65836
C 0.65625 0.40065 -0.12856
H 0.41795 0.03560 4.14562
H -0.05959 1.64031 1.66251
H -0.75029 0.10312 1.40175
H -0.00624 -1.38213 2.99186
N -0.19787 -0.45892 -0.88427
H 1.71912 0.10326 -0.09178
N 1.31427 0.12437 2.26991
*
```

Output
**SMILES**: CNCCNC(=O)[O-]

---

y:
DFT (ωB97M-V/def2-TZVPD) results for a gas-phase ion, C4H9N2O2 (charge -1).

ORCA input file:
```
! RIJCOSX wB97M-V def2-TZVPD def2/J DEFGRID3
* xyz -1 1
O 2.47462 0.49702 -0.97140
N -0.44465 -1.42510 0.05584
H -0.58070 -1.55327 2.10497
H -1.16840 0.94516 0.35100
H -2.02480 -2.15795 1.20800
C 1.30542 0.40233 -0.58734
C -1.31841 -1.30328 1.29606
H 1.22418 -0.70580 1.25392
C -0.93375 1.57352 -0.51889
H -0.92380 -0.96619 -0.70893
O -1.92052 -0.12971 1.47891
C 0.86949 -0.79963 0.21948
H 0.78604 2.07947 -1.57043
N 0.41514 1.33617 -0.99032
H -1.69344 1.39333 -1.28898
H -1.06037 2.62700 -0.25174
H 1.60581 -1.54511 -0.12056
*
```

Output
**SMILES**: CNC(=O)CNC[O-]

---

Stability, lowest: w